Entry 1:
{"formula": "C28H38N4O6", "method": "the ωB97M-V functional and the def2-TZVPD basis", "species": ["O", "C", "O", "C", "C", "C", "H", "H", "H", "H", "H", "H", "O", "C", "O", "C", "C", "C", "H", "H", "H", "H", "H", "H", "O", "C", "O", "C", "C", "C", "H", "H", "H", "H", "H", "H", "N", "C", "C", "C", "C", "H", "H", "H", "H", "H", "N", "C", "C", "C", "C", "H", "H", "H", "H", "H", "N", "C", "C", "C", "C", "H", "H", "H", "H", "H", "N", "C", "C", "C", "C", "H", "H", "H", "H", "H"], "coordinates": [[1.68174, 2.24773, 2.85724], [0.53754, 2.63252, 2.55943], [-0.57664, 1.86347, 2.48187], [-1.70600, 2.48810, 1.95256], [-1.15463, 3.69476, 1.24577], [0.12509, 3.98830, 1.91531], [-2.39837, 2.82525, 2.72396], [-2.13639, 1.85774, 1.17441], [-1.91856, 4.46835, 1.32361], [-0.97446, 3.52997, 0.18347], [-0.03582, 4.65874, 2.75954], [0.83641, 4.34417, 1.17001], [0.47561, 3.56530, -3.95596], [0.42916, 2.97735, -2.84024], [1.20275, 1.88158, -2.54852], [0.93457, 1.45068, -1.24468], [0.65951, 2.72216, -0.54281], [-0.21540, 3.42863, -1.56685], [1.72588, 0.75565, -0.96383], [0.02891, 0.84592, -1.19846], [1.61744, 3.15057, -0.24799], [0.09732, 2.48973, 0.36163], [-0.20070, 4.51443, -1.47244], [-1.26195, 3.12425, -1.55338], [-2.46920, -1.76798, -2.05347], [-1.68876, -2.67944, -2.30447], [-2.21243, -3.91182, -2.70581], [-1.21642, -4.89120, -2.80923], [-0.00174, -4.14448, -2.10943], [-0.19381, -2.63274, -2.42523], [-1.01305, -5.13969, -3.85086], [-1.43974, -5.86096, -2.36450], [0.96457, -4.51758, -2.44879], [-0.06028, -4.32762, -1.03652], [0.00247, -2.31878, -3.45042], [0.13379, -1.97794, -1.61775], [-3.81604, -0.11337, 1.39274], [-3.44795, -0.39739, 0.08386], [-2.74905, -1.61788, 0.01156], [-2.69067, -2.04074, 1.28690], [-3.23811, -1.07951, 2.08519], [-4.21022, 0.71905, 1.80723], [-3.76217, 0.24658, -0.72421], [-2.31592, -2.06310, -0.87194], [-2.19523, -2.89686, 1.72047], [-3.32841, -1.16054, 3.15835], [-0.92034, -0.32038, 0.55954], [0.17179, 0.34066, 0.98135], [1.26444, -0.06449, 0.27357], [0.76995, -0.99542, -0.73117], [-0.59124, -1.05288, -0.53822], [-1.84292, -0.15457, 0.93565], [0.10675, 1.05116, 1.79213], [2.26609, 0.33927, 0.28201], [1.36236, -1.42642, -1.52470], [-1.42642, -1.48960, -1.06562], [3.08299, 3.54834, 0.20682], [2.81752, 2.52206, 1.00723], [3.40341, 1.34386, 0.65216], [4.19257, 1.77447, -0.40085], [3.99438, 3.08605, -0.63234], [2.75531, 4.49531, 0.33319], [2.04202, 2.62275, 1.75212], [3.42874, 0.32388, 1.00628], [4.93472, 1.14651, -0.87126], [4.43759, 3.78239, -1.32882], [1.12253, -2.99941, 0.33079], [-0.11655, -2.79556, 0.85092], [-0.28126, -3.72980, 1.87277], [0.86193, -4.60776, 1.85595], [1.72368, -4.08075, 0.92829], [1.62441, -2.33243, -0.23786], [-0.71308, -1.95520, 0.52788], [-1.10735, -3.72514, 2.56844], [1.02807, -5.43055, 2.53552], [2.78342, -4.14781, 0.73118]], "atomic_forces_ev_per_a": [[-7.26, -0.79, 5.46], [0.59, 1.56, 0.92], [-1.03, 2.63, 5.87], [-0.36, 1.03, -1.22], [-2.20, 1.51, -0.69], [0.80, -0.04, 1.35], [-0.04, -0.66, 0.17], [-0.27, -0.39, 0.57], [0.25, 0.41, 0.10], [-1.16, 0.45, 1.27], [0.42, 0.39, -0.08], [0.25, 0.19, 0.78], [-0.52, -2.28, 3.95], [2.04, 1.45, -3.90], [-1.07, 1.42, -2.98], [-0.30, 0.77, -1.59], [-0.36, -0.79, 0.71], [0.40, 0.56, -0.13], [-0.11, 2.65, -1.86], [-0.01, 0.63, -0.96], [-2.24, 0.27, -1.48], [1.04, -0.42, -1.06], [-0.02, 0.04, -0.34], [-0.10, -0.27, -0.03], [-0.06, -1.89, -8.76], [-1.62, -1.26, -5.25], [-0.79, 1.78, 1.10], [2.66, 0.64, 0.23], [0.46, -1.03, -1.24], [-2.18, -3.16, 0.15], [-0.02, 0.43, -0.28], [-0.51, 0.43, 0.57], [-0.02, -0.13, 0.00], [-0.12, 0.08, -0.20], [0.34, -0.05, -0.02], [-0.45, -2.59, -3.00], [0.74, 0.37, -1.62], [-1.42, -0.35, -2.12], [-5.04, 0.68, 2.55], [-0.56, -1.06, 3.39], [-0.38, -2.20, 3.69], [-0.01, -0.18, -0.50], [0.05, 0.02, 0.01], [-3.71, -0.84, 5.48], [-0.73, 0.35, -0.54], [-0.08, 0.29, 0.07], [1.24, 3.83, -0.62], [3.35, -1.99, 0.15], [-1.59, -4.12, 1.17], [0.67, 4.13, 1.82], [1.20, 3.76, -1.46], [1.12, 0.11, -0.32], [1.19, -3.83, -2.54], [-1.95, -1.50, 0.49], [0.44, 1.16, 0.22], [4.07, 2.75, 0.79], [2.27, 0.64, 1.34], [-1.47, -0.67, 1.83], [2.59, 2.27, 0.57], [2.30, -1.32, -1.69], [2.02, 1.57, -3.16], [0.42, -0.27, -0.07], [3.12, 1.09, -3.52], [0.60, 0.90, 1.02], [-0.04, 0.19, -0.41], [0.20, -0.39, -0.22], [0.58, -2.12, 1.46], [1.00, -2.63, 2.62], [0.72, -0.47, -0.99], [-0.41, 0.75, 0.55], [0.23, 0.76, -0.16], [-0.14, -0.85, 0.54], [0.59, -3.06, 2.14], [0.28, -0.56, -0.04], [0.15, 0.04, -0.12], [-0.07, -0.82, 0.06]], "e_homo_ev": -7.3, "molar_mass_g_mol": 526.6, "total_energy_ha": -1759.23121, "total_charge": 0}

=====

Entry 2:
{"formula": "C28H38N4P2V", "method": "the ωB97M-V functional and the def2-TZVPD basis", "species": ["V", "C", "C", "C", "C", "C", "C", "C", "C", "C", "H", "H", "H", "H", "H", "H", "H", "H", "H", "H", "H", "H", "H", "H", "H", "P", "P", "N", "N", "N", "N", "C", "C", "C", "C", "C", "C", "C", "C", "C", "C", "C", "C", "C", "C", "C", "C", "C", "C", "H", "H", "H", "H", "H", "H", "H", "H", "H", "H", "H", "H", "H", "H", "H", "H", "H", "H", "H", "H", "C", "H", "H", "H"], "coordinates": [[-0.18149, 0.77008, -0.68699], [-2.04602, 1.80719, -7.83968], [-2.12785, 0.54842, -7.38982], [-1.36801, -0.61261, -7.95204], [0.06626, -0.27133, -8.45238], [0.86430, 0.56196, -7.47774], [0.92042, 1.91117, -7.49153], [0.22808, 2.76509, -8.53094], [-1.16762, 2.30031, -8.96796], [1.34446, 0.67233, 0.98619], [-2.66199, 2.60154, -7.39597], [-2.95490, 0.27825, -6.71920], [-1.96990, -0.99245, -8.80122], [-1.29577, -1.44351, -7.23292], [0.60204, -1.23739, -8.58022], [0.00902, 0.20448, -9.43514], [1.45309, -0.01944, -6.76223], [1.63005, 2.43198, -6.83250], [0.90066, 2.78500, -9.41161], [0.14452, 3.80668, -8.18323], [-1.68850, 3.18609, -9.38340], [-1.10201, 1.56859, -9.77590], [0.75141, 1.18862, 1.76070], [2.33336, 1.16281, 0.89579], [1.46489, -0.39667, 1.26675], [1.50760, -0.32182, -1.75929], [-1.43889, -0.71821, -1.82263], [2.70790, 0.83670, -2.33235], [2.79802, -1.62818, -1.29831], [-2.39836, 0.49392, -2.74437], [-2.82273, -1.76600, -1.47340], [0.86043, -1.03484, -3.34579], [-0.54401, -1.64806, -3.10146], [2.66281, 2.17386, -1.92650], [3.60966, 2.88912, -2.66207], [4.26026, 1.97181, -3.54574], [3.68476, 0.70722, -3.30872], [3.71773, -1.52612, -0.26143], [4.39646, -2.73608, -0.12486], [3.90172, -3.61714, -1.13792], [2.91400, -2.90036, -1.82846], [-2.44700, 1.81952, -2.27658], [-2.89426, 2.60910, -3.34463], [-3.03430, 1.77953, -4.48982], [-2.70514, 0.48732, -4.09281], [-3.92673, -2.06996, -2.27101], [-4.78186, -2.91611, -1.55694], [-4.18802, -3.12311, -0.27487], [-2.99760, -2.40155, -0.24964], [1.57169, -1.76082, -3.77613], [0.79499, -0.18551, -4.04866], [-1.13097, -1.69796, -4.02342], [-0.44275, -2.66266, -2.69895], [1.98099, 2.49027, -1.15086], [3.78367, 3.94831, -2.55127], [5.04548, 2.20996, -4.24765], [3.92023, -0.24615, -3.74359], [3.80561, -0.60356, 0.30168], [5.14682, -2.97871, 0.61457], [4.20684, -4.62406, -1.33392], [2.28207, -3.22081, -2.64071], [-2.26312, 2.06388, -1.23233], [-3.05124, 3.67780, -3.28933], [-3.31602, 2.09885, -5.48214], [-2.63978, -0.42087, -4.67457], [-4.03114, -1.66005, -3.26100], [-5.71898, -3.32941, -1.90345], [-4.56345, -3.72478, 0.54019], [-2.26596, -2.26201, 0.52926], [-1.61368, 0.27756, 0.98333], [-1.41557, -0.73042, 1.40112], [-2.70585, 0.43166, 0.86495], [-1.23463, 1.03403, 1.69516]], "atomic_forces_ev_per_a": [[0.27, 0.03, 3.46], [-0.07, -0.19, 0.19], [-0.81, 0.48, -0.47], [0.25, -0.14, -0.48], [0.04, -0.74, 0.16], [0.10, 0.91, -0.07], [0.48, -1.03, -0.17], [0.45, 0.16, 0.02], [-0.56, 0.54, -0.09], [-0.58, 0.01, -0.41], [0.10, -0.51, -0.08], [0.55, 0.29, -0.02], [0.35, -0.10, 0.26], [-0.14, 0.32, -0.04], [-0.30, 0.55, -0.09], [0.24, -0.26, 0.29], [-0.10, 0.38, -0.02], [-0.48, -0.30, -0.07], [-0.34, 0.17, 0.23], [0.18, -0.35, 0.04], [0.29, -0.45, -0.01], [-0.18, 0.21, 0.17], [0.48, -0.26, -0.13], [-0.40, -0.32, -0.03], [0.00, 0.68, 0.01], [3.54, -0.67, -1.50], [-3.18, -0.54, -1.51], [-0.16, 0.28, 0.08], [-1.09, 0.77, -0.03], [1.27, -0.06, 0.22], [0.32, 0.02, 0.49], [0.14, -0.26, -0.11], [0.42, -0.23, -0.41], [0.96, 0.09, -1.11], [-0.94, -0.90, 0.57], [-1.13, -1.27, 0.81], [0.45, 1.64, -0.08], [0.07, -0.51, 0.20], [-0.73, 0.67, -0.62], [-1.17, 1.68, -0.22], [0.58, -0.75, 0.50], [-0.59, -0.02, -1.56], [0.73, -0.47, 1.00], [0.25, -0.72, 0.84], [-0.09, 0.93, 0.12], [-0.49, -0.77, 0.63], [1.23, 0.88, -0.31], [1.11, 0.69, -0.25], [-0.78, -0.58, -0.24], [-0.45, 0.28, 0.02], [0.02, -0.17, 0.35], [0.18, -0.19, 0.11], [-0.09, 0.03, -0.06], [0.13, -0.01, -0.04], [0.09, -0.07, -0.06], [-0.05, -0.16, 0.06], [-0.04, -0.15, -0.01], [-0.03, -0.26, -0.12], [-0.03, 0.21, -0.11], [0.04, -0.22, -0.08], [0.08, -0.07, 0.06], [-0.24, -0.13, -0.08], [-0.05, -0.14, -0.04], [-0.04, -0.12, 0.24], [-0.07, 0.15, 0.12], [-0.01, -0.01, 0.06], [0.15, 0.14, -0.06], [0.00, 0.10, -0.10], [-0.14, -0.13, -0.05], [-0.02, 0.94, -0.27], [-0.01, 0.66, -0.19], [0.46, -0.25, 0.11], [-0.43, -0.41, -0.01]], "e_homo_ev": [-7.1, -8.2], "molar_mass_g_mol": 543.5, "total_energy_ha": -2935.22918, "spin_multiplicity": 4, "total_charge": 0}

=====

Entry 3:
{"formula": "C28H39AsCsI2N2OSSi3", "method": "the ωB97M-V functional and the def2-TZVPD basis", "species": ["Cs", "C", "C", "C", "C", "C", "C", "C", "C", "C", "S", "C", "N", "H", "H", "H", "H", "H", "H", "H", "H", "I", "C", "C", "C", "I", "C", "C", "C", "C", "N", "C", "C", "O", "H", "H", "H", "H", "C", "Si", "C", "C", "As", "Si", "C", "C", "C", "Si", "C", "C", "C", "H", "H", "H", "H", "H", "H", "H", "H", "H", "H", "H", "H", "H", "H", "H", "H", "H", "H", "H", "H", "H", "H", "H", "H", "H", "H", "H"], "coordinates": [[-1.87528, -2.59867, -0.70385], [1.23406, -2.84661, 1.49551], [0.35374, -2.32762, 2.60520], [0.88554, -2.23125, 3.91618], [0.07864, -1.76279, 4.90476], [-1.24549, -1.36299, 4.61139], [-2.08956, -0.85320, 5.62693], [-3.34863, -0.45361, 5.28399], [-3.79555, -0.54141, 3.95791], [-3.02595, -1.02207, 2.91614], [-3.62957, -1.06889, 1.28332], [-1.69415, -1.46979, 3.27812], [-0.86937, -1.97335, 2.31141], [2.15324, -3.26962, 1.90187], [1.50421, -2.05237, 0.79812], [0.74017, -3.62940, 0.91976], [1.90551, -2.53813, 4.10910], [0.43600, -1.68049, 5.92516], [-1.72138, -0.79689, 6.64324], [-4.01876, -0.05465, 6.03557], [-4.79435, -0.19591, 3.71981], [-2.15860, -7.52539, -1.96730], [-0.38193, -6.53368, -2.35896], [0.75842, -7.28805, -2.63896], [1.95682, -6.69882, -2.94068], [3.59048, -7.90709, -3.37164], [2.05307, -5.28141, -2.95061], [3.24732, -4.57402, -3.22006], [3.25888, -3.21121, -3.17081], [2.07045, -2.53773, -2.83824], [0.94193, -3.15012, -2.59203], [0.90854, -4.50199, -2.66206], [-0.40426, -5.13199, -2.40753], [-1.42362, -4.42329, -2.22191], [0.68184, -8.36689, -2.62053], [4.14786, -5.12390, -3.45878], [4.16199, -2.65026, -3.37180], [2.06673, -1.45386, -2.77097], [-0.25378, 3.53881, -3.97644], [0.85493, 3.36394, -2.47416], [1.32796, 5.08742, -1.89507], [2.44520, 2.47768, -2.93441], [-0.26851, 1.96550, -0.97723], [-2.21407, 3.21218, -0.43047], [-3.43710, 2.81306, -1.79009], [-2.90478, 2.68900, 1.21857], [-1.94786, 5.07529, -0.40927], [1.04452, 1.94713, 0.97493], [0.00903, 1.21224, 2.33494], [1.68989, 3.63166, 1.50053], [2.50328, 0.82297, 0.60034], [0.30980, 4.01274, -4.78432], [-1.12096, 4.16529, -3.76751], [-0.61683, 2.57569, -4.33146], [1.86748, 5.55249, -2.72560], [1.99283, 5.07033, -1.03622], [0.47414, 5.71804, -1.65457], [2.92128, 2.98576, -3.77708], [2.26954, 1.44071, -3.21660], [3.15343, 2.47998, -2.10639], [-3.66915, 1.74804, -1.79419], [-3.05718, 3.08599, -2.77519], [-4.36722, 3.35906, -1.61711], [-3.07616, 1.61438, 1.29809], [-3.87403, 3.18887, 1.31728], [-2.28399, 3.01782, 2.04858], [-1.78616, 5.48965, -1.40423], [-1.11509, 5.37610, 0.22450], [-2.85684, 5.52804, -0.00483], [-0.49261, 1.98402, 2.91562], [0.65349, 0.65236, 3.01797], [-0.75278, 0.53083, 1.96824], [0.90853, 4.38991, 1.51210], [2.49661, 3.97919, 0.85802], [2.08699, 3.54342, 2.51554], [2.20014, -0.06535, 0.04792], [2.95883, 0.49631, 1.53818], [3.26822, 1.33280, 0.01431]], "atomic_forces_ev_per_a": [[0.16, 1.50, 0.77], [0.00, -0.09, 0.03], [0.18, -0.08, 0.01], [-0.08, -0.01, -0.08], [-0.02, 0.02, -0.02], [0.06, 0.06, 0.39], [0.04, -0.06, -0.09], [0.03, 0.00, 0.05], [-0.32, 0.24, 0.03], [0.28, -0.23, -0.18], [-0.51, 0.55, 0.88], [-0.01, -0.11, -0.30], [-0.16, 0.02, -0.04], [0.02, 0.03, -0.05], [-0.03, 0.03, 0.01], [-0.08, -0.01, 0.01], [0.00, 0.00, 0.01], [0.00, 0.01, 0.02], [0.00, 0.03, 0.04], [-0.02, 0.00, 0.04], [0.01, -0.03, -0.02], [-0.22, -0.05, 0.07], [0.30, -0.17, -0.19], [0.00, -0.14, 0.03], [-0.29, 0.31, 0.05], [0.19, -0.17, -0.04], [0.37, 0.00, -0.05], [-0.02, -0.04, 0.01], [-0.02, 0.06, 0.01], [0.16, 0.12, 0.01], [-0.10, -0.12, -0.02], [-0.34, -0.21, 0.09], [0.20, 0.20, -0.04], [0.28, -1.73, -1.41], [0.01, -0.03, 0.00], [0.01, -0.01, 0.00], [0.01, 0.01, 0.00], [-0.04, 0.04, 0.02], [0.15, 0.09, -0.09], [-0.14, -0.16, 0.33], [0.03, -0.01, -0.25], [0.00, 0.13, -0.14], [-0.21, -0.06, 0.06], [0.37, -0.23, -0.06], [-0.05, 0.04, 0.05], [-0.13, 0.21, -0.10], [-0.14, -0.03, 0.04], [-0.19, 0.06, -0.37], [0.13, 0.06, 0.15], [0.09, -0.14, 0.17], [0.04, 0.08, 0.10], [-0.03, 0.01, -0.07], [-0.04, 0.04, 0.06], [0.02, -0.09, 0.00], [0.04, 0.12, 0.01], [0.06, -0.03, 0.10], [-0.04, -0.04, 0.00], [0.05, -0.01, -0.03], [-0.06, -0.06, -0.03], [0.02, 0.02, 0.09], [0.01, -0.05, 0.02], [0.02, 0.00, -0.02], [-0.06, 0.02, -0.03], [0.03, -0.09, -0.05], [-0.05, -0.02, 0.06], [0.08, 0.02, 0.08], [0.01, -0.02, -0.07], [0.06, -0.02, 0.06], [-0.03, 0.09, 0.01], [-0.05, 0.08, 0.05], [0.00, -0.04, 0.06], [-0.07, -0.04, -0.14], [-0.09, 0.02, -0.01], [0.06, 0.03, -0.07], [0.04, 0.06, 0.04], [-0.07, -0.03, -0.02], [0.06, -0.02, 0.03], [0.04, 0.03, -0.04]], "relative_energy_kj_mol": 71.23, "e_homo_ev": -4.1, "molar_mass_g_mol": 997.6, "total_energy_ha": -5393.31766, "total_charge": -1}